(i)
Formula: C3H4ClNO2
Source: OMol25
Level of theory: ωB97M-V/def2-TZVPD

CARTESIAN COORDINATES (ANGSTROEM)
C (-0.0601, -1.6125, -0.0318)
C (0.0730, 0.7784, 0.3919)
C (1.2590, 1.2211, -0.0585)
H (-2.3484, 0.1729, -0.6871)
H (-0.8124, -2.3503, -0.1817)
H (-0.3851, 1.3652, 1.2583)
H (1.7343, 2.0319, 0.5686)
N (-0.5919, -0.3409, -0.0678)
O (-1.9990, -0.2254, 0.0882)
O (1.1418, -1.7496, 0.1886)
Cl (1.9888, 0.7092, -1.4687)

Results
structure (SMILES) = O=CN(O)/C=C\Cl
HOMO = -9.08 eV
Kohn-Sham gap = 9.67 eV
spin multiplicity = 1

=====

(ii)
Formula: C3H4ClNO2
Source: OMol25
Level of theory: ωB97M-V/def2-TZVPD

CARTESIAN COORDINATES (ANGSTROEM)
C (1.1506, -1.2471, 0.3123)
C (1.3351, -0.0577, -0.2482)
C (-1.7036, 0.2849, -0.3377)
N (1.2333, -2.0905, 1.1956)
O (1.3488, 0.4646, -1.5383)
O (-1.7316, -0.6732, 0.3727)
Cl (-3.2568, 0.9051, -1.0692)
H (1.7873, 0.6439, 0.4396)
H (-0.8801, 0.7624, -0.8751)
H (1.9093, -0.0827, -2.1799)
H (0.4991, -2.4691, 1.7751)

Results
structure (SMILES) = N=C=CO.O=CCl
HOMO = -8.67 eV
Kohn-Sham gap = 8.89 eV
spin multiplicity = 1

=====

Most stable structure among those shown: (i). Next: +0.0118 hartree.